DFT (wB97M-V/def2-TZVPD) results for a molecular structure, C24H29Cl2N3O6SeSiTi at a distorted geometry.

Geometry (Å):
Ti -0.944 -1.106 -0.619
Cl -2.523 -5.120 1.779
C -1.268 -3.991 2.240
C -0.443 -4.281 3.307
C 0.547 -3.387 3.686
Cl 1.585 -3.820 5.048
C 0.758 -2.170 3.023
C 1.741 -1.174 3.341
C 1.765 -0.011 2.582
C 0.920 0.201 1.507
N -0.006 -0.769 1.135
C -0.101 -1.912 1.930
C -1.118 -2.800 1.513
O -1.830 -2.438 0.464
H -0.568 -5.214 3.840
H 2.433 -1.329 4.156
H 2.467 0.779 2.840
H 0.892 1.133 0.958
O 0.426 -0.077 -1.380
C 1.643 0.026 -1.553
C 2.223 1.390 -1.799
C 3.307 1.801 -0.790
C 4.707 1.270 -1.122
C 4.721 -0.170 -1.657
C 3.718 -1.093 -0.965
N 2.393 -1.066 -1.588
H 1.384 2.083 -1.770
H 2.639 1.415 -2.811
H 3.001 1.453 0.198
H 3.344 2.891 -0.742
H 5.321 1.331 -0.218
H 5.184 1.921 -1.863
H 5.728 -0.579 -1.562
H 4.479 -0.176 -2.724
H 3.629 -0.838 0.097
H 4.055 -2.125 -1.024
H 1.812 -1.905 -1.423
C -4.507 2.006 0.608
Si -3.018 0.915 1.034
C -2.123 1.826 2.403
C -3.708 -0.611 1.841
N -2.155 0.583 -0.421
C -1.927 1.593 -1.352
C -1.730 2.943 -0.998
C -1.418 3.920 -1.937
C -1.298 3.601 -3.284
C -1.518 2.277 -3.662
C -1.832 1.302 -2.730
H -5.368 1.731 1.226
H -4.787 1.879 -0.444
H -4.301 3.070 0.767
H -2.783 1.854 3.278
H -1.879 2.857 2.129
H -1.194 1.322 2.685
H -2.975 -1.077 2.507
H -3.990 -1.366 1.104
H -4.588 -0.333 2.433
H -1.796 3.220 0.047
H -1.258 4.941 -1.604
H -1.041 4.357 -4.016
H -1.440 1.993 -4.707
H -1.993 0.280 -3.053
O 0.185 -2.815 -3.776
Se -0.679 -3.120 -2.432
O -1.837 -1.904 -2.226
O 0.281 -2.793 -1.081
O -1.337 -4.593 -2.374

Net charge: -2
Kohn-Sham gap (alpha / beta) in eV: 3.77 / 3.77
Lowest unoccupied orbital energy (alpha / beta) in eV: 4.3487 / 4.3493
E_HOMO (alpha / beta) in eV: 0.576 / 0.583


DFT (wB97M-V/def2-TZVPD) results for a molecular structure, C24H29ClFeN2O4SSe3Te2 at a distorted geometry.

Geometry (Å):
Fe 2.350 -0.227 2.265
Se 0.577 -2.245 1.411
Te 1.821 -2.362 3.516
Te 3.603 -0.448 4.412
Se 4.043 1.358 2.838
Cl 5.401 -2.163 -1.429
C 5.972 -1.873 0.231
C 4.870 -1.727 1.288
O 5.276 -1.949 2.443
O 3.719 -1.356 0.918
H 6.553 -0.954 0.219
H 6.609 -2.702 0.518
C 1.927 -0.968 -5.399
C 2.000 0.187 -4.401
C 2.931 -0.075 -3.217
C 2.448 -1.139 -2.228
N 1.126 -0.833 -1.707
C 0.870 0.184 -0.854
Se 2.135 1.118 0.101
N -0.473 0.285 -0.704
C -1.135 1.361 0.019
C -1.144 2.658 -0.792
C -1.975 2.612 -2.076
C -3.479 2.555 -1.815
C -1.087 -0.701 -1.453
C -2.418 -1.054 -1.612
C -2.700 -2.132 -2.434
C -1.682 -2.847 -3.068
C -0.351 -2.504 -2.903
C -0.067 -1.413 -2.094
H 1.307 -0.698 -6.255
H 1.493 -1.859 -4.945
H 2.924 -1.222 -5.766
H 0.995 0.419 -4.035
H 2.361 1.077 -4.923
H 3.064 0.853 -2.659
H 3.915 -0.380 -3.585
H 3.135 -1.181 -1.383
H 2.408 -2.128 -2.682
H -0.592 1.522 0.951
H -2.141 1.027 0.271
H -0.105 2.894 -1.035
H -1.517 3.460 -0.149
H -1.672 1.752 -2.682
H -1.754 3.508 -2.661
H -3.772 1.610 -1.356
H -4.043 2.655 -2.744
H -3.780 3.361 -1.142
H -3.210 -0.525 -1.102
H -3.729 -2.438 -2.574
H -1.940 -3.695 -3.689
H 0.432 -3.085 -3.369
O -5.209 -0.135 6.645
C -4.731 1.014 6.100
O -5.366 2.027 6.244
C -3.444 0.932 5.372
C -2.838 2.137 4.998
C -1.628 2.149 4.340
C -0.975 0.946 4.027
S 0.578 1.022 3.265
C -1.601 -0.264 4.358
C -2.808 -0.264 5.029
H -4.591 -0.856 6.492
H -3.343 3.060 5.251
H -1.156 3.082 4.064
H -1.128 -1.196 4.077
H -3.254 -1.227 5.261

Net charge: -1
Energy above the lowest of the compared OMol25 structures with the same formula, charge and spin in kcal/mol: 27.6
Spin multiplicity: 6
Kohn-Sham gap (alpha / beta) in eV: 6.21 / 4.91
Lowest unoccupied orbital energy (alpha / beta) in eV: 1.7619 / 0.7203
E_HOMO (alpha / beta) in eV: -4.453 / -4.186


DFT (wB97M-V/def2-TZVPD) results for a molecular structure, C24H29F3IN8O3PPt.

Geometry (Å):
Pt -0.519 -0.543 0.617
N -3.546 2.004 -0.651
C -2.635 1.782 0.293
N -2.001 0.675 -0.048
C -2.573 0.264 -1.211
N -3.526 1.058 -1.611
C -2.073 -0.973 -1.801
C -2.542 -1.537 -2.973
N -2.048 -2.679 -3.439
C -1.092 -3.262 -2.735
C -0.596 -2.713 -1.554
N -1.090 -1.569 -1.095
H -4.209 2.766 -0.711
H -2.458 2.393 1.164
H -3.328 -1.049 -3.537
H -0.689 -4.196 -3.106
H 0.190 -3.192 -0.991
I 1.408 -2.109 1.373
C 0.002 -3.500 2.041
C 0.407 -4.735 2.449
C -0.545 -5.597 3.029
C -1.831 -5.171 3.200
C -2.248 -3.882 2.783
C -3.577 -3.446 2.989
C -3.961 -2.199 2.594
C -3.046 -1.344 1.945
C -1.757 -1.732 1.705
C -1.317 -3.011 2.158
H 1.437 -5.054 2.350
H -0.242 -6.582 3.353
H -2.561 -5.820 3.666
H -4.278 -4.114 3.473
H -4.972 -1.856 2.767
H -3.403 -0.369 1.651
F -0.513 2.172 4.249
C 0.751 1.884 3.938
F 1.320 1.271 4.967
F 1.397 3.031 3.711
C 0.859 0.984 2.674
O 1.940 0.670 2.249
O -0.312 0.618 2.225
C 0.646 3.546 0.323
N 1.029 3.121 -1.025
C 0.497 3.939 -2.116
P 1.629 1.613 -1.253
O 0.697 0.502 -0.781
N 1.845 1.372 -2.854
C 1.006 0.535 -3.695
C 3.009 1.944 -3.532
N 3.057 1.565 -0.476
C 3.719 0.280 -0.293
C 3.834 2.706 0.001
H -0.014 4.408 0.247
H 1.502 3.835 0.927
H 0.108 2.752 0.853
H 0.747 4.985 -1.937
H -0.592 3.852 -2.194
H 0.934 3.646 -3.065
H 0.191 0.116 -3.110
H 1.591 -0.284 -4.121
H 0.586 1.117 -4.520
H 3.565 2.593 -2.859
H 2.693 2.537 -4.393
H 3.677 1.154 -3.883
H 3.108 -0.525 -0.704
H 3.898 0.097 0.769
H 4.679 0.269 -0.815
H 3.405 3.638 -0.353
H 4.854 2.639 -0.384
H 3.872 2.710 1.093

Net charge: +2
Energy above the lowest of the compared OMol25 structures with the same formula, charge and spin in kcal/mol: 1.7
Kohn-Sham gap in eV: 6.61
Lowest unoccupied orbital energy in eV: -7.2325
E_HOMO in eV: -13.839


DFT (wB97M-V/def2-TZVPD) results for C24H29FN4O4 in the gas phase at a distorted geometry.

Geometry (Å):
C -1.638 8.163 -5.192
C -2.128 7.071 -4.251
C -1.401 5.750 -4.510
N -1.856 4.709 -3.624
C -1.111 4.137 -2.676
O 0.069 4.350 -2.451
C -1.913 3.117 -1.859
O -3.087 2.886 -2.093
N -1.174 2.572 -0.890
H -0.198 2.846 -0.873
C -1.622 1.522 -0.014
H -1.403 1.801 1.018
H -2.704 1.432 -0.136
C -0.968 0.181 -0.393
N -1.539 -0.903 0.404
C -1.348 -2.213 -0.189
H -1.652 -2.173 -1.237
C -2.218 -3.241 0.546
N -1.871 -3.290 1.950
C -0.884 -4.157 2.392
C 0.078 -3.792 3.343
C 1.000 -4.704 3.819
C 0.980 -6.000 3.344
C 0.042 -6.401 2.411
C -0.881 -5.487 1.948
H -1.628 -5.822 1.246
H 0.034 -7.422 2.063
F 1.890 -6.893 3.802
H 1.739 -4.411 4.549
H 0.125 -2.783 3.719
C -2.015 -1.971 2.522
C -1.142 -0.937 1.801
H -1.311 0.042 2.250
H -0.078 -1.205 1.917
H -1.795 -1.997 3.588
H -3.063 -1.680 2.395
H -2.091 -4.216 0.080
H -3.267 -2.942 0.465
H -0.293 -2.538 -0.140
C 0.548 0.236 -0.358
C 1.266 -0.396 -1.364
C 2.658 -0.442 -1.376
C 3.310 0.172 -0.336
C 2.601 0.813 0.680
C 1.230 0.859 0.694
H 0.718 1.366 1.494
O 3.482 1.341 1.586
C 4.770 1.024 1.101
O 4.652 0.283 -0.095
H 5.329 1.953 0.906
H 5.310 0.427 1.853
H 3.201 -0.934 -2.165
H 0.731 -0.867 -2.175
H -1.271 -0.024 -1.427
H -2.828 4.421 -3.650
H -1.557 5.437 -5.547
H -0.329 5.866 -4.332
H -1.960 7.371 -3.215
H -3.202 6.922 -4.387
H -0.572 8.332 -5.056
H -1.811 7.882 -6.228
H -2.162 9.095 -4.997

Energy above the lowest of the compared OMol25 structures with the same formula, charge and spin in kcal/mol: 42.9
Kohn-Sham gap in eV: 8.21
SMILES: CCCNC(=O)C(=O)NC[C@@H](c1ccc2c(c1)OCO2)N1CCN(c2ccc(F)cc2)CC1
Lowest unoccupied orbital energy in eV: 0.6143
E_HOMO in eV: -7.600


DFT (wB97M-V/def2-TZVPD) results for a molecular structure, C24H29MoN4O3S2.

Geometry (Å):
Mo 0.420 0.772 0.648
C 3.376 1.634 0.717
N 2.570 0.391 0.470
C 2.758 -0.100 -0.936
C 2.167 0.881 -1.922
N 0.711 1.157 -1.655
C -0.117 0.214 -2.459
C 0.433 2.549 -2.043
C 0.477 2.934 -3.377
C 0.273 4.259 -3.724
C 0.028 5.204 -2.734
C -0.007 4.822 -1.406
C 0.205 3.489 -1.053
S 0.146 3.051 0.658
C 3.003 -0.603 1.471
C 4.138 -1.372 1.282
C 4.550 -2.238 2.284
C 3.834 -2.314 3.471
C 2.704 -1.536 3.657
C 2.276 -0.675 2.651
S 0.792 0.277 2.884
H 4.428 1.399 0.543
H 3.228 1.937 1.749
H 3.048 2.438 0.067
H 2.288 -1.082 -0.999
H 3.822 -0.207 -1.153
H 2.280 0.481 -2.932
H 2.693 1.831 -1.896
H 0.022 0.395 -3.524
H -1.166 0.355 -2.207
H 0.191 -0.805 -2.240
H 0.680 2.211 -4.155
H 0.306 4.552 -4.764
H -0.135 6.239 -3.000
H -0.202 5.550 -0.629
H 4.710 -1.311 0.367
H 5.431 -2.846 2.135
H 4.156 -2.987 4.255
H 2.138 -1.596 4.578
C -5.342 -1.433 -0.695
C -3.936 -0.855 -0.626
C -3.051 -1.394 0.537
C -3.731 -1.249 1.911
C -2.828 -1.658 3.068
C -2.728 -2.860 0.278
O -3.537 -3.734 0.442
N -1.438 -3.175 -0.149
C -0.355 -2.325 -0.228
O 0.734 -2.691 -0.601
N -0.603 -1.021 0.177
C -1.805 -0.573 0.530
O -1.782 0.652 0.845
H -5.852 -1.022 -1.566
H -5.929 -1.164 0.183
H -5.338 -2.517 -0.782
H -3.982 0.228 -0.492
H -3.413 -1.035 -1.571
H -4.626 -1.868 1.893
H -4.048 -0.209 2.012
H -2.512 -2.701 2.978
H -3.354 -1.563 4.017
H -1.933 -1.034 3.129
H -1.263 -4.148 -0.365

Net charge: +1
Spin multiplicity: 3
Kohn-Sham gap (alpha / beta) in eV: 6.13 / 7.46
Lowest unoccupied orbital energy (alpha / beta) in eV: -4.6682 / -4.0520
E_HOMO (alpha / beta) in eV: -10.796 / -11.511


DFT (wB97M-V/def2-TZVPD) results for C24H29N3O3 in the gas phase.

Geometry (Å):
O 3.358 2.800 0.640
H 3.753 2.115 1.193
C 2.248 3.356 1.302
C 1.188 2.326 1.746
N 0.274 1.804 0.757
C 0.800 0.815 -0.162
C 1.558 1.312 -1.405
O 0.721 1.904 -2.371
H -0.158 1.501 -2.315
H 2.292 2.074 -1.124
C 2.322 0.124 -2.047
N 3.331 -0.404 -1.175
C 4.517 0.217 -0.900
C 5.202 -0.465 0.059
C 4.401 -1.583 0.421
C 4.555 -2.631 1.329
C 3.552 -3.566 1.433
C 2.398 -3.482 0.648
C 2.219 -2.461 -0.259
C 3.226 -1.507 -0.372
H 1.323 -2.410 -0.860
H 1.632 -4.236 0.757
H 3.651 -4.385 2.131
H 5.447 -2.700 1.933
H 6.165 -0.216 0.459
H 4.787 1.116 -1.419
H 1.615 -0.669 -2.304
H 2.785 0.485 -2.970
H -0.044 0.212 -0.513
H 1.462 0.166 0.415
C -0.644 2.771 0.184
H -0.807 3.559 0.922
C -2.015 2.142 -0.127
O -1.915 1.315 -1.269
H -2.747 0.838 -1.380
C -2.530 1.355 1.098
N -3.733 0.636 0.796
C -4.997 1.162 0.812
C -5.901 0.244 0.375
C -5.171 -0.933 0.053
C -5.527 -2.191 -0.435
C -4.537 -3.123 -0.639
C -3.197 -2.833 -0.363
C -2.814 -1.601 0.121
C -3.809 -0.650 0.325
H -1.777 -1.389 0.335
H -2.449 -3.593 -0.531
H -4.791 -4.103 -1.017
H -6.562 -2.420 -0.645
H -6.961 0.379 0.293
H -5.156 2.168 1.152
H -2.718 2.058 1.913
H -1.754 0.654 1.412
H -2.721 2.960 -0.348
H -0.264 3.231 -0.735
H 1.704 1.471 2.198
H 0.580 2.797 2.526
H 2.582 3.909 2.192
H 1.812 4.068 0.598

Energy above the lowest of the compared OMol25 structures with the same formula, charge and spin in kcal/mol: 75.1
Kohn-Sham gap in eV: 8.52
SMILES: OCCN(C[C@@H](O)Cn1ccc2ccccc21)C[C@H](O)Cn1ccc2ccccc21
Lowest unoccupied orbital energy in eV: 0.6425
E_HOMO in eV: -7.879


DFT (wB97M-V/def2-TZVPD) results for 2 unconnected molecules or ions with the total composition C24H29N3O3 at a distorted geometry.

Geometry (Å):
C 5.726 0.455 0.820
C 4.728 1.435 0.390
N 4.256 1.430 -0.902
O 3.364 2.253 -1.224
O 4.724 0.604 -1.724
H 5.949 0.532 1.887
H 5.364 -0.555 0.618
H 6.658 0.582 0.264
H 4.327 2.169 1.062
C -4.765 0.397 0.425
N -3.457 0.048 -0.100
C -3.255 -0.219 -1.437
O -4.095 -0.230 -2.312
C -1.768 -0.498 -1.606
C -1.094 0.516 -2.533
C -1.639 0.518 -3.932
C -2.252 1.648 -4.453
C -2.803 1.634 -5.719
C -2.749 0.488 -6.486
C -2.124 -0.637 -5.986
C -1.567 -0.618 -4.723
N -1.169 -0.477 -0.236
C 0.132 -0.775 0.051
C 0.632 -0.738 1.336
C 1.921 -1.025 1.740
C 2.353 -0.968 3.100
C 3.685 -1.290 3.427
C 4.130 -1.241 4.728
C 3.266 -0.879 5.747
C 1.950 -0.564 5.457
C 1.494 -0.604 4.159
C -2.248 -0.120 0.755
C -1.938 1.208 1.440
C -2.504 -1.281 1.715
H -5.479 0.478 -0.391
H -5.104 -0.367 1.122
H -4.715 1.350 0.949
H -1.649 -1.511 -2.010
H -1.219 1.511 -2.094
H -0.015 0.332 -2.562
H -2.303 2.539 -3.851
H -3.291 2.515 -6.105
H -3.200 0.468 -7.466
H -2.087 -1.537 -6.577
H -1.078 -1.493 -4.331
H 0.779 -1.049 -0.762
H -0.057 -0.459 2.105
H 2.646 -1.312 1.000
H 4.354 -1.588 2.640
H 5.153 -1.490 4.958
H 3.617 -0.845 6.766
H 1.281 -0.290 6.256
H 0.467 -0.357 3.956
H -1.864 1.989 0.686
H -2.729 1.487 2.133
H -0.999 1.194 1.987
H -2.804 -2.155 1.140
H -1.625 -1.557 2.292
H -3.309 -1.049 2.410

Energy above the lowest of the compared OMol25 structures with the same formula, charge and spin in kcal/mol: 203.8
Kohn-Sham gap in eV: 3.30
Lowest unoccupied orbital energy in eV: -2.3104
E_HOMO in eV: -5.610